A cluster of 3 separate species, C18H26F6N3O4 in total at a distorted geometry. Source: OMol25; level of theory: the ωB97M-V functional and the def2-TZVPD basis.

As for the HOMO energy: -12.8 eV. As for the total charge: +1. The calculation puts the LUMO energy at -0.14648 Eh. For the HOMO-LUMO gap, the calculation gives 8.860 eV.

Each line ends with the natural charge from an NBO analysis.
CARTESIAN COORDINATES (ANGSTROEM)
H 8.8054 1.8461 -5.5683  0.231
C 4.9418 1.4826 -4.3945  0.682
C 4.8850 -1.6825 0.2169  -0.617
N -1.1831 0.1731 0.0453  -0.084
C 3.1256 0.3100 0.2381  -0.471
H -3.1405 0.2932 0.9141  0.245
F 2.6990 2.2793 -4.2098  -0.294
H -3.9056 -2.9336 0.9251  0.242
C 1.5793 0.2866 0.2508  0.108
H -1.3427 -0.0029 2.2085  0.268
H 1.2596 0.0817 2.4756  0.260
C 0.7801 0.3815 -1.0153  0.026
O 4.8704 1.2617 -5.5672  -0.513
C 0.7674 0.1540 1.4825  -0.200
H 2.7691 -1.8382 -0.3009  0.204
H -4.9120 -1.3924 0.5655  0.236
F -4.2917 -0.8630 5.6060  -0.295
H -3.0675 0.6575 -0.9256  0.272
C 7.2419 0.9723 -4.3692  -0.080
C 3.7611 1.8782 -3.5060  0.903
H 7.1998 2.5235 -5.8762  0.225
O 6.0549 1.3823 -3.6622  -0.481
H 5.5311 -0.8228 0.5467  0.210
H -9.5717 -0.6097 3.6019  0.233
H 3.5682 0.3662 1.2596  0.239
H 3.6893 -0.9673 -1.5526  0.226
C -2.9436 -1.4754 -0.3684  0.310
C 3.5891 -1.0727 -0.4426  -0.392
C -4.2410 -0.0198 4.5667  0.900
H -8.0051 -1.2564 3.0926  0.218
F -3.7776 1.1505 5.0374  -0.303
N -2.1002 -2.1916 -1.0016  -0.622
H 3.4603 1.1245 -0.4516  0.259
H 5.4007 -2.3532 -0.5152  0.231
H -8.5239 -1.4597 4.7567  0.222
N -0.5523 0.3250 -1.0851  -0.127
F 4.0628 2.8812 -2.6645  -0.305
H 4.6427 -2.2994 1.1251  0.216
C -7.8845 0.5444 4.2858  -0.082
H 8.0580 2.9670 -4.4110  0.218
C -4.2609 -2.2037 0.1566  -0.693
F 3.3454 0.8408 -2.7335  -0.340
C -8.5384 -0.7696 3.9109  -0.639
H 7.0204 0.1447 -5.0452  0.203
H -4.6929 -2.7079 -0.7474  0.244
O -5.7721 0.1495 2.6968  -0.561
F -3.3022 -0.4993 3.7229  -0.331
H 7.9359 0.5968 -3.6168  0.201
H -8.4487 1.0196 5.0881  0.208
O -6.5531 0.3288 4.7944  -0.462
C 7.8661 2.1425 -5.1006  -0.640
C -2.6744 0.0591 -0.0709  -0.283
H -2.4409 -3.1585 -1.0630  0.355
H 1.3786 0.4877 -1.9474  0.252
H -7.8676 1.2417 3.4467  0.201
C -5.6002 0.1477 3.8850  0.696
C -0.6949 0.0987 1.3103  0.072

A structure of composition C18H26N2O3 at a distorted geometry. Source: OMol25; level of theory: the ωB97M-V functional and the def2-TZVPD basis.

As for the HOMO energy: -8.6 eV. As for the total charge: 0. The relative energy (zero: lowest compared OMol25 entry of this formula, charge and spin) comes out at 16.488 eV. The calculation puts the LUMO energy at -0.03312 Eh. For the HOMO-LUMO gap, the calculation gives 7.664 eV.

Each line ends with the natural charge from an NBO analysis.
CARTESIAN COORDINATES (ANGSTROEM)
C -3.3176 3.6721 -0.9246  -0.618
C 4.0196 -0.2671 -0.1441  0.157
H 5.7631 -1.2078 0.4934  0.197
O 0.8208 2.9114 -0.2269  -0.688
H -1.3553 2.7933 0.8693  0.270
H -4.6342 1.9233 -0.4268  0.209
H 2.6970 -4.0279 -0.5082  0.201
C 3.5849 2.1759 0.3912  -0.054
C 2.1985 -1.8225 -0.3427  0.717
H -4.2192 -0.3504 -0.4015  0.210
H -1.7907 -3.9725 -0.6871  0.178
C 5.6672 1.0163 1.0359  -0.165
O 1.6587 0.3397 -1.8830  -0.478
C -2.2942 -1.1692 0.1616  -0.473
H -0.1490 0.0560 0.1339  0.430
H -2.4673 1.0565 -0.9723  0.197
H 5.3955 3.0635 0.9780  0.190
H -2.3303 4.1996 -0.5462  0.215
C -3.0689 -2.5655 0.4359  -0.324
O 1.2409 -1.3762 0.3942  -0.678
H -3.4855 -2.6030 1.4359  0.195
C 1.9830 0.9868 -1.0227  0.483
H -3.7938 0.1342 1.6328  0.170
C -3.2863 -0.0601 0.3235  -0.290
H -2.8475 -4.5994 0.3785  0.217
H -1.7167 -1.2599 0.9204  0.216
C 1.9423 -3.4035 -0.7944  -0.668
C 4.9642 2.2365 0.8432  -0.184
H -3.7435 2.8318 1.1012  0.185
H 3.1095 2.9982 0.4138  0.210
H -3.3608 3.4756 -1.9858  0.208
H -2.0933 -1.4211 -0.7975  0.224
C -2.2710 -3.7756 0.3703  -0.622
C 3.1350 0.8799 -0.3414  -0.139
C 0.8197 1.5868 -0.2770  0.572
H 4.0715 -2.3135 -0.9413  0.422
H 1.8978 -3.3410 -2.0793  0.191
H 6.7679 1.1985 1.3158  0.229
H -1.4053 -3.8292 1.0250  0.215
H -4.1606 -2.5676 -0.3355  0.159
H -1.4525 1.1371 1.9156  0.135
C -3.6942 2.4673 -0.1055  -0.354
C 5.2096 -0.0647 0.1728  -0.228
N 3.4336 -1.7189 -0.5408  -0.575
C -1.4244 1.5718 0.6054  -0.143
C -2.7323 1.1952 -0.0385  -0.340
H 0.9390 -3.5956 -0.5963  0.231
N -0.2972 0.9854 0.2701  -0.622
H -3.9280 4.4194 -0.6985  0.209

A structure of composition C18H26N2O6PmS2Si2 at a distorted geometry. Source: OMol25; level of theory: the ωB97M-V functional and the def2-TZVPD basis.

As for the HOMO energy (alpha / beta): -3.0 / -2.9 eV. As for the total charge: -1. As for the multiplicity: 5. The calculation puts the LUMO energy (alpha / beta) at 0.07538 / 0.07562 Eh. For the HOMO-LUMO gap (alpha / beta), the calculation gives 5.003 / 5.007 eV.

Each line ends with the natural charge from an NBO analysis.
CARTESIAN COORDINATES (ANGSTROEM)
C -8.6062 1.9330 7.4342  -0.273
C -17.8412 2.1512 9.4801  -0.216
H -11.8980 4.3444 4.1848  0.244
C -12.5438 -0.3399 10.5480  -1.133
H -13.3260 0.4195 10.7461  0.233
S -16.2119 1.6895 10.2199  2.394
C -19.4120 3.2533 7.9749  -0.179
H -9.6408 0.6563 8.8459  0.191
H -7.8609 3.4010 6.0116  0.183
C -10.9996 2.0062 7.8196  0.166
Si -12.3891 5.5370 6.2989  1.802
O -15.3157 2.8210 10.4060  -1.010
C -18.8970 1.7770 10.2918  -0.210
H -14.8822 5.6943 5.6845  0.240
C -14.1605 6.1783 6.3715  -1.140
C -20.4778 2.9185 8.8332  -0.202
O -17.5834 4.2273 6.0700  -0.926
O -16.5980 0.9588 11.4055  -0.936
H -14.0778 7.2463 6.0493  0.225
H -21.4792 3.2624 8.5785  0.215
H -9.9477 -1.3311 9.2704  0.224
H -10.5339 6.3841 7.7563  0.247
O -15.9968 2.4329 6.6546  -1.020
H -12.4350 5.9827 3.7763  0.227
H -14.6287 6.1133 7.3752  0.248
H -21.0626 1.8943 10.6079  0.215
H -10.6897 7.4038 6.3525  0.221
H -11.7281 0.0188 11.2108  0.226
S -16.8911 3.5174 7.1152  2.405
H -11.8650 7.5355 7.6925  0.221
C -20.2491 2.1532 9.9753  -0.194
H -10.0603 -1.1195 7.4842  0.249
H -10.8548 -2.5370 8.2641  0.228
H -12.8819 -1.3165 10.9320  0.223
N -12.0950 1.3709 8.2144  -1.247
C -13.5909 -1.1897 7.8881  -1.146
C -8.7249 3.1023 6.6298  -0.271
C -11.1015 3.2710 7.0751  0.132
C -10.6158 -1.4478 8.3981  -1.134
H -19.5924 3.8469 7.0832  0.255
C -11.2654 6.8414 7.1041  -1.131
C -11.8242 5.4284 4.4936  -1.145
H -7.5926 1.5690 7.6084  0.191
N -12.2995 3.9541 7.1490  -1.255
H -10.0001 4.5704 5.6714  0.202
O -15.4522 0.9370 9.1941  -1.032
H -14.5053 -1.0152 8.4889  0.251
C -9.6858 1.4981 8.1394  -0.287
H -10.7785 5.7787 4.3529  0.224
C -18.1067 2.8787 8.2925  -0.348
H -13.4061 -2.2949 7.9867  0.220
Pm -14.2181 2.7038 8.2016  2.162
O -15.9680 4.3198 7.9456  -1.030
C -9.9173 3.7586 6.3995  -0.302
H -13.8649 -0.9389 6.8630  0.231
Si -12.1184 -0.3130 8.7035  1.814
H -18.6864 1.2105 11.1813  0.261

The molecule C18H26N2O6S at a distorted geometry. Source: OMol25; level of theory: the ωB97M-V functional and the def2-TZVPD basis.

As for the HOMO energy: -8.6 eV. As for the total charge: 0. The relative energy (zero: lowest compared OMol25 entry of this formula, charge and spin) comes out at 2.724 eV. The calculation puts the LUMO energy at 0.02844 Eh. For the HOMO-LUMO gap, the calculation gives 9.324 eV. Its structure (SMILES) is COc1ccc(OC)c(S(=O)(=O)N2CCC(C(=O)N3CCOCC3)CC2)c1.

Each line ends with the natural charge from an NBO analysis.
CARTESIAN COORDINATES (ANGSTROEM)
O -1.1408 1.2472 3.2535  -0.652
H 2.1752 4.6980 -5.5692  0.202
C 1.1621 1.6386 -3.3997  -0.287
C -0.3271 -2.6086 -3.0474  -0.252
H -1.9086 -3.0649 3.5103  0.162
H 1.7386 4.3549 -3.8757  0.179
S 1.4591 0.0953 -1.1776  2.327
C -0.3838 1.2163 -5.1858  -0.229
C -0.5566 -1.9643 4.7986  -0.245
H -0.9346 -3.3590 -2.5447  0.191
C 1.3780 0.9486 2.0534  -0.401
H -0.7943 1.5064 -6.1400  0.228
O 1.0114 3.0867 -5.3507  -0.488
H 0.3221 -2.2546 4.2292  0.219
C 0.6270 2.0064 -4.6296  0.304
C -2.2436 -0.3051 5.1538  -0.260
C -0.5772 0.1877 3.4628  0.697
H 0.7209 -2.7263 -2.7583  0.203
C 0.5930 1.5274 0.8760  -0.237
H -0.3379 1.9747 1.2309  0.237
N 0.2574 0.5104 -0.0971  -0.683
H -1.3661 -3.9767 4.9504  0.198
H -0.4300 -2.7163 -4.1313  0.172
H -0.3000 -2.0866 2.0075  0.205
H -1.4327 -0.1809 0.8521  0.209
H 1.1932 2.2802 0.3662  0.227
H 1.5280 1.7295 2.8002  0.222
C -0.8442 0.0972 -4.5280  -0.254
H 2.3523 0.6198 1.6847  0.217
H -2.0062 -0.2468 6.2219  0.193
H -1.6323 -0.5018 -4.9589  0.226
C 2.0319 3.9105 -4.8311  -0.254
O -0.8165 -1.3504 -2.6066  -0.547
H 1.3641 -0.7131 3.3996  0.219
H -4.1904 -1.1880 5.5355  0.199
C 0.6964 0.5103 -2.7513  -0.360
O -2.8335 -2.6534 5.3047  -0.521
H 1.2074 -1.6798 1.1692  0.235
C -3.3080 -1.3795 4.9239  -0.077
C 0.2932 -1.2663 1.5998  -0.422
H 1.9520 2.1881 -2.9156  0.254
O 1.7359 -1.3161 -1.1506  -0.949
N -1.0405 -0.6561 4.4197  -0.444
H -3.5946 -1.3890 3.8613  0.166
C -0.3134 -0.2694 -3.2913  0.353
H -0.6957 -1.2926 -0.3276  0.244
O 2.5753 0.9853 -1.0104  -0.950
C -1.6754 -2.9961 4.5850  -0.075
H 2.9661 3.3567 -4.7021  0.181
H -0.3000 -1.9432 5.8658  0.200
H -2.5873 0.6666 4.7987  0.255
C -0.4888 -0.5868 0.4757  -0.231
C 0.6654 -0.2514 2.6936  -0.308

A structure of composition C18H26N2OPdS2. Source: OMol25; level of theory: the ωB97M-V functional and the def2-TZVPD basis.

As for the HOMO energy (alpha / beta): -20.8 / -21.7 eV. As for the total charge: +4. The relative energy (zero: lowest compared OMol25 entry of this formula, charge and spin) comes out at 1.858 eV. As for the multiplicity: 5. The calculation puts the LUMO energy (alpha / beta) at -0.46420 / -0.57226 Eh. For the HOMO-LUMO gap (alpha / beta), the calculation gives 8.185 / 6.088 eV.

Each line ends with the natural charge from an NBO analysis.
CARTESIAN COORDINATES (ANGSTROEM)
C -0.6991 -1.0454 2.1178  -0.441
H 0.2510 1.9990 4.5441  0.255
H 1.1847 -0.8282 -5.7025  0.275
C -2.6682 0.3103 1.5553  -0.176
C -1.5439 -0.3703 -6.7223  -0.420
N 4.6412 1.2500 0.5001  -0.446
H 0.9942 -2.5789 -6.0340  0.295
H 6.1587 -1.5302 1.5473  0.313
C -2.3028 1.2576 2.4687  -0.154
H 3.7611 -2.2934 1.4075  0.268
C -0.8376 1.9525 4.4186  -0.284
S 2.0179 1.7744 -0.0793  0.259
C -1.9309 -0.9027 1.4034  0.190
H -2.5442 3.2990 4.5388  0.237
H -2.6463 -0.3206 -4.7636  0.285
H 6.6476 0.8800 0.9085  0.300
H 0.2169 -0.7813 -7.9369  0.290
H 0.5247 -0.2501 3.6913  0.246
H -0.7848 -2.1962 -7.6399  0.254
H -0.1914 -2.0076 2.1041  0.280
H -2.8058 -1.8452 -5.6855  0.289
H -3.1422 -1.6972 -0.1769  0.267
C -1.4606 3.3398 4.4200  -0.626
C -0.3981 -1.2821 -7.1896  -0.429
C -2.4999 -2.0307 0.6371  -0.693
H -1.2259 3.8955 3.5111  0.229
H -1.0664 1.7270 6.5484  0.279
H -2.9105 2.1431 2.6039  0.279
C 5.3702 -0.8591 1.2321  -0.222
C -0.3368 -0.0894 3.0521  -0.028
Pd 0.7575 -0.0657 0.3943  0.849
C 3.3755 0.7991 0.4433  0.252
H -2.4239 1.0075 5.6491  0.238
H 4.8435 2.2158 0.2377  0.487
H -0.8686 0.1444 5.7733  0.223
C 0.4853 -1.6179 -5.9857  -0.567
H -2.3155 -0.3014 -7.4886  0.291
C -1.3420 1.1205 5.6855  -0.547
H -3.1516 -2.5928 1.3252  0.319
C -1.1520 1.0788 3.2904  0.194
C -2.1585 -0.9930 -5.4678  -0.568
H -1.0722 3.9052 5.2650  0.269
S -0.7089 -1.6827 -4.6106  1.469
H -1.1850 0.6367 -6.5079  0.239
C 4.0466 -1.2785 1.1583  0.167
H -3.5750 0.4397 0.9762  0.272
H -1.7475 -2.7360 0.2860  0.249
O -0.3014 -1.0023 -3.3668  -0.702
N 3.0675 -0.4433 0.7736  -0.484
C 5.6535 0.4468 0.8896  0.177